54
Properties=species:S:1:pos:R:3:lowdin_spin:R:1 method="wB97M-V/def2-TZVPD" charge=+1 homo_ha="-0.425 / -0.461" multiplicity=5 s_squared=6.05
C -1.66 3.20 -2.35 -0.011
C -1.44 1.93 -1.79 0.065
C -0.14 1.34 -1.79 0.036
C 0.93 2.18 -2.17 0.083
C 0.69 3.46 -2.69 -0.011
C -0.59 3.98 -2.79 0.079
C 2.27 1.80 -1.58 0.019
C 2.38 0.29 -1.78 0.063
C 1.27 -0.54 -1.58 0.043
C 1.39 -1.96 -1.75 0.059
C 2.62 -2.49 -2.17 -0.006
C 3.68 -1.63 -2.46 0.062
C 3.56 -0.27 -2.24 -0.007
H -2.68 3.58 -2.36 -0.002
H 1.55 4.09 -2.91 -0.001
H -0.79 4.98 -3.18 0.004
H 3.08 2.40 -2.10 0.003
H 2.79 -3.56 -2.19 -0.001
H 4.63 -2.03 -2.78 0.003
H 4.37 0.41 -2.46 -0.001
N 0.11 0.12 -1.08 0.549
Co -0.45 -0.44 0.57 2.377
C -2.49 1.25 -0.94 0.035
H -2.73 0.24 -1.33 0.004
H -3.38 1.89 -0.79 0.005
C 0.32 -2.88 -1.16 0.025
H -0.64 -2.77 -1.71 0.002
H 0.63 -3.94 -1.09 0.004
P -1.83 1.04 0.82 0.120
P -0.05 -2.44 0.57 0.096
C 1.28 -3.01 1.62 0.009
H 1.11 -2.62 2.63 0.000
H 1.24 -4.11 1.58 0.002
H 2.23 -2.63 1.23 0.000
C -1.59 -3.11 1.16 0.039
H -1.43 -4.19 1.22 0.008
H -1.79 -2.67 2.14 0.003
H -2.37 -2.85 0.43 0.003
C -1.71 2.64 1.55 0.011
H -2.74 3.04 1.53 0.003
H -1.36 2.49 2.57 0.000
H -1.03 3.29 0.99 0.001
C -3.03 0.02 1.71 0.060
H -2.64 -0.12 2.75 0.001
H -3.92 0.67 1.68 0.013
H -3.17 -0.95 1.19 0.005
C 1.00 0.04 1.66 0.085
O 2.09 0.23 2.01 0.006
H 2.45 2.17 -0.55 0.010
O -0.34 -1.71 4.00 0.002
Cl -0.41 -0.32 4.47 0.003
O -1.74 -0.03 4.92 0.002
O 0.60 -0.10 5.47 0.002
O -0.13 0.60 3.30 0.038


49
Properties=species:S:1:pos:R:3:nbo_charge:R:1 method="wB97M-V/def2-TZVPD" smiles="CCN(CC)CCN1C(=O)c2ccccc2N[C@@H]1c1ccccc1F" homo_ha=-0.294 de_lowest_kcal_mol=9.2 multiplicity=1
C -0.55 -2.90 4.02 -0.637
C -0.92 -2.03 2.82 -0.212
N 0.14 -1.79 1.84 -0.475
C 0.73 -2.98 1.25 -0.211
C -0.31 -3.83 0.52 -0.619
C 1.12 -0.80 2.28 -0.221
C 0.70 0.62 1.88 -0.230
N 0.84 0.84 0.46 -0.448
C 1.78 1.72 -0.01 0.671
O 2.50 2.35 0.75 -0.633
C 1.88 1.80 -1.48 -0.243
C 2.66 2.78 -2.07 -0.122
C 2.83 2.81 -3.44 -0.265
C 2.24 1.83 -4.23 -0.161
C 1.46 0.85 -3.66 -0.296
C 1.26 0.82 -2.28 0.290
N 0.53 -0.16 -1.65 -0.612
C -0.11 0.20 -0.41 0.086
C -1.33 1.08 -0.67 -0.149
C -1.36 2.45 -0.44 -0.182
C -2.48 3.20 -0.73 -0.219
C -3.61 2.59 -1.26 -0.193
C -3.61 1.23 -1.50 -0.301
C -2.48 0.50 -1.20 0.457
F -2.47 -0.83 -1.45 -0.346
H 0.33 -2.52 4.53 0.204
H -0.34 -3.93 3.70 0.203
H -1.37 -2.92 4.72 0.216
H -1.76 -2.47 2.29 0.196
H -1.24 -1.05 3.18 0.194
H 1.25 -3.60 2.00 0.166
H 1.47 -2.64 0.53 0.202
H -0.98 -4.34 1.22 0.202
H -0.90 -3.21 -0.14 0.210
H 0.20 -4.59 -0.07 0.216
H 2.08 -1.01 1.82 0.211
H 1.26 -0.83 3.37 0.181
H 1.35 1.34 2.37 0.251
H -0.34 0.81 2.17 0.193
H 3.13 3.51 -1.43 0.235
H 3.44 3.58 -3.90 0.214
H 2.38 1.84 -5.30 0.213
H 1.00 0.09 -4.27 0.209
H -0.01 -0.77 -2.25 0.393
H -0.44 -0.72 0.09 0.270
H -0.49 2.93 -0.02 0.227
H -2.48 4.26 -0.55 0.218
H -4.49 3.18 -1.49 0.218
H -4.47 0.73 -1.92 0.228


49
Properties=species:S:1:pos:R:3:nbo_charge:R:1 method="wB97M-V/def2-TZVPD" smiles="COc1ccccc1OCC(=O)Nc1ccc(N2CCCCC2)cc1" homo_ha=-0.271 de_lowest_kcal_mol=54.1 multiplicity=1
C 2.76 1.19 -5.00 -0.240
O 2.91 2.19 -4.01 -0.499
C 1.82 2.68 -3.35 0.234
C 2.00 3.93 -2.77 -0.227
C 1.00 4.55 -2.05 -0.218
C -0.22 3.92 -1.90 -0.217
C -0.42 2.67 -2.45 -0.296
C 0.58 2.03 -3.17 0.275
O 0.43 0.76 -3.69 -0.531
C -0.86 0.19 -3.73 -0.162
C -1.39 -0.28 -2.37 0.646
O -2.58 -0.43 -2.18 -0.614
N -0.40 -0.51 -1.48 -0.596
C -0.49 -0.92 -0.14 0.106
C 0.69 -1.00 0.60 -0.210
C 0.68 -1.39 1.91 -0.241
C -0.52 -1.74 2.55 0.163
N -0.52 -2.08 3.89 -0.446
C 0.45 -3.04 4.39 -0.204
C 0.84 -2.70 5.83 -0.403
C -0.41 -2.71 6.70 -0.398
C -1.44 -1.75 6.12 -0.399
C -1.74 -2.10 4.66 -0.211
C -1.70 -1.66 1.80 -0.214
C -1.68 -1.25 0.48 -0.229
H 1.97 1.44 -5.71 0.177
H 2.56 0.21 -4.56 0.182
H 3.72 1.17 -5.52 0.189
H 2.96 4.40 -2.91 0.225
H 1.18 5.52 -1.61 0.216
H -1.02 4.39 -1.34 0.217
H -1.37 2.18 -2.30 0.228
H -0.77 -0.69 -4.38 0.220
H -1.59 0.87 -4.18 0.208
H 0.54 -0.32 -1.81 0.410
H 1.63 -0.73 0.13 0.206
H 1.60 -1.41 2.47 0.212
H 1.33 -3.04 3.75 0.210
H 0.02 -4.05 4.37 0.168
H 1.57 -3.43 6.19 0.207
H 1.30 -1.71 5.85 0.201
H -0.16 -2.42 7.73 0.210
H -0.83 -3.72 6.73 0.194
H -2.36 -1.77 6.70 0.208
H -1.04 -0.73 6.16 0.203
H -2.42 -1.35 4.26 0.212
H -2.23 -3.08 4.61 0.168
H -2.65 -1.93 2.23 0.207
H -2.60 -1.20 -0.08 0.250


no.,strongest force on any atom (eV/Å)
1,5.47
2,0.56
3,0.52